DFT (wB97M-V/def2-TZVPD) results for 2 unconnected molecules or ions with the total composition C2H6N2O.

Geometry as XYZ:
```
11
Properties=species:S:1:pos:R:3:forces:R:3:mulliken_charge:R:1
O 5.182 1.460 0.675 0.91 0.42 0.18 -0.366
C 4.679 0.932 -0.264 -1.56 -0.45 -0.10 -0.037
H 5.027 0.936 -1.310 0.54 0.18 0.10 0.216
H 3.702 0.423 -0.119 0.11 -0.15 -0.18 0.187
N -2.072 -0.924 -0.697 0.78 0.49 0.31 -0.463
C -2.732 -0.219 0.282 -1.29 -0.17 0.74 0.072
N -2.663 -0.243 1.573 -0.11 -0.68 -1.87 -0.642
H -1.267 -1.462 -0.428 -0.10 -0.38 0.16 0.244
H -2.739 -1.388 -1.297 0.38 0.08 -0.20 0.242
H -3.514 0.383 -0.190 -0.26 -0.19 -0.08 0.286
H -3.603 0.101 1.775 0.59 0.83 0.93 0.261
```
Forces are in eV/Å.

SMILES = [H]/N=C/N.C=O
Spin multiplicity = 1
Relative energy (zero: lowest compared OMol25 entry of this formula, charge and spin) = 252.5 kJ/mol
Orbital gap = 10.4 eV

DFT (wB97M-V/def2-TZVPD) results for C5H6O in the gas phase.

Geometry as XYZ:
```
12
Properties=species:S:1:pos:R:3:forces:R:3:mulliken_charge:R:1
C -1.093 0.922 0.207 -0.13 0.03 -0.05 -1.038
C -0.587 -0.502 0.180 -0.78 -0.44 -0.67 0.631
O -0.862 -1.345 0.998 -0.08 0.31 -0.55 -0.567
C 0.352 -0.826 -1.060 -0.35 -0.02 0.49 -0.468
C 1.471 -0.395 -0.227 0.46 0.33 0.65 -0.270
C 1.795 0.077 0.838 0.88 -0.19 -0.58 -0.228
H -2.072 0.842 -0.274 -0.07 0.26 -0.01 0.337
H -0.462 1.598 -0.375 -0.12 -0.15 0.07 0.321
H -1.238 1.327 1.212 0.06 -0.30 -0.12 0.311
H 0.240 -0.227 -1.980 -0.18 -0.11 0.56 0.278
H 0.326 -1.892 -1.303 0.14 0.20 0.19 0.306
H 2.130 0.421 1.784 0.19 0.10 0.03 0.388
```
Forces are in eV/Å.

SMILES = C#CCC(C)=O
Spin multiplicity = 1
Relative energy (zero: lowest compared OMol25 entry of this formula, charge and spin) = 238.3 kJ/mol
Orbital gap = 10.3 eV

DFT (wB97M-V/def2-TZVPD) results for a molecular structure, C25H65BF4N11O9Rb.

Geometry as XYZ:
```
116
Properties=species:S:1:pos:R:3:forces:R:3:mulliken_charge:R:1
Rb -1.934 -0.401 -3.519 -0.31 -0.31 0.37 0.793
B -1.337 -1.072 -0.231 -0.11 -1.73 -0.64 0.160
F -1.752 -2.198 -1.023 0.49 -0.23 0.06 -0.534
F -2.524 -0.446 0.059 -0.12 1.01 0.60 -0.129
F -0.563 -1.474 0.847 -0.37 -0.07 0.56 -0.074
F -0.464 -0.357 -1.049 -0.05 1.27 -0.60 -0.428
C -2.977 -3.313 -6.450 -1.62 0.94 -1.67 -0.905
O -2.089 -2.331 -5.979 1.25 0.90 1.09 -0.181
C -0.910 -2.100 -6.792 -0.04 -2.23 0.08 -0.710
C -0.125 -0.785 -6.655 -0.50 -0.25 0.91 -0.525
N -0.982 0.265 -6.140 0.20 0.52 -0.09 0.073
C -0.323 1.573 -6.070 -1.07 1.18 -0.98 -1.164
C 0.815 1.881 -5.169 1.60 -1.65 -0.07 -0.505
O 0.472 1.531 -3.864 -1.06 0.61 1.02 0.072
C 1.413 2.005 -2.923 1.29 0.07 0.16 -0.325
H -2.618 -4.224 -6.933 0.80 0.11 0.35 0.350
H -3.560 -2.772 -7.211 -0.06 -0.46 -0.42 0.359
H -3.770 -3.589 -5.756 0.67 0.14 0.78 0.241
H -1.177 -2.381 -7.815 -0.02 0.63 -0.22 0.503
H -0.224 -2.895 -6.482 0.21 -0.03 -0.23 0.290
H 0.376 -0.566 -7.606 -0.20 0.09 -0.17 0.312
H 0.683 -0.889 -5.927 -0.02 -0.27 0.02 0.287
H -1.720 0.398 -6.825 -0.25 -0.04 0.23 0.189
H -1.028 2.324 -5.696 -0.65 -0.32 -0.49 0.325
H -0.065 1.842 -7.102 0.32 0.44 0.12 0.451
H 1.090 2.933 -5.284 -0.19 0.08 0.10 0.339
H 1.713 1.291 -5.419 0.14 0.17 -0.20 0.391
H 2.340 1.446 -3.086 0.14 0.05 0.30 0.427
H 1.120 1.920 -1.880 -0.59 -0.61 -0.24 -0.282
H 1.666 3.068 -3.001 -0.33 0.09 -0.59 0.230
C -0.178 1.718 2.074 0.49 -0.26 0.65 -0.904
O -0.122 2.973 1.452 0.65 0.05 -0.66 -0.321
C -1.329 3.504 0.977 -1.09 -1.01 0.07 -0.386
C -1.070 4.746 0.163 -0.34 1.46 0.84 -0.689
N 0.016 4.694 -0.801 -0.64 -0.64 0.39 0.060
C 0.501 6.017 -1.197 0.50 -0.90 -0.65 -0.801
C -0.005 6.447 -2.603 0.32 1.07 1.03 -0.474
O -1.410 6.634 -2.719 0.74 -0.34 -0.30 -0.375
C -1.944 7.627 -1.875 -0.09 -0.55 1.18 -0.761
H -0.657 0.909 1.520 -0.41 0.37 -0.24 0.293
H -0.603 1.788 3.079 -0.31 -0.01 -0.04 0.419
H 0.851 1.391 2.209 0.10 0.10 0.09 0.279
H -1.982 3.700 1.837 0.04 0.62 0.01 0.436
H -1.933 2.753 0.450 0.47 -0.24 -0.49 0.114
H -0.849 5.513 0.926 0.22 0.15 0.01 0.408
H -1.994 5.133 -0.277 -0.08 -0.46 -0.22 0.216
H 0.685 4.094 -0.331 0.58 0.42 -0.37 0.157
H 1.592 5.970 -1.256 0.07 -0.10 -0.32 0.413
H 0.363 6.769 -0.415 -0.54 0.12 -0.07 0.438
H 0.357 5.777 -3.379 -0.44 -0.41 0.12 0.281
H 0.484 7.405 -2.821 0.09 0.17 0.01 0.379
H -1.265 8.030 -1.115 0.51 0.04 -0.47 0.304
H -2.644 7.084 -1.232 -0.67 0.54 -0.30 0.268
H -2.368 8.472 -2.415 -0.21 -0.23 -0.15 0.308
C 4.212 0.055 6.731 0.77 -0.93 1.14 -1.972
C 3.427 -1.243 6.361 -1.18 1.08 -0.84 1.449
C 2.109 -0.679 5.768 -1.17 -1.45 1.13 -1.288
C 1.316 -1.794 5.040 0.43 0.67 -0.08 -1.099
C 2.111 -2.190 3.813 -0.48 -0.04 0.52 0.513
C 3.495 -2.748 4.172 0.81 0.26 0.65 1.739
N 4.109 -1.963 5.291 -0.13 1.16 -0.63 0.516
O 5.278 -2.557 5.798 0.25 -0.29 -0.11 -0.546
C 3.386 -4.224 4.580 -0.40 -0.02 -0.09 -1.736
C 4.459 -2.653 2.955 -0.62 -0.95 0.57 -1.881
C 3.070 -2.114 7.573 0.59 -0.13 -0.29 -1.786
H 5.015 -0.161 7.446 0.35 -0.26 -0.38 0.447
H 3.652 0.777 7.330 -0.61 -0.09 -0.43 0.386
H 4.635 0.537 5.852 -0.13 -0.05 -0.07 0.422
H 1.489 -0.413 6.631 0.17 0.23 0.12 0.480
H 2.250 0.261 5.241 0.10 -0.25 -0.66 0.418
H 0.315 -1.456 4.763 0.06 0.13 -0.10 0.444
H 1.157 -2.668 5.673 0.10 0.16 0.25 0.315
H 2.091 -1.285 3.204 0.65 -0.18 -0.46 0.268
H 1.577 -2.979 3.288 0.24 0.36 -0.08 -0.947
H 2.780 -4.388 5.474 -0.18 0.22 -0.06 0.302
H 2.921 -4.760 3.751 0.20 -0.29 0.04 0.455
H 4.360 -4.649 4.816 0.04 0.05 -0.24 0.417
H 3.958 -3.047 2.068 -0.15 0.34 -0.11 0.280
H 4.826 -1.640 2.810 0.00 -0.03 -0.09 0.417
H 5.254 -3.381 3.128 0.41 0.42 0.02 0.422
H 2.769 -1.465 8.395 0.04 -0.22 0.19 0.448
H 3.920 -2.749 7.826 0.14 0.31 0.33 0.389
H 2.278 -2.824 7.337 -0.21 0.24 0.00 0.333
H 5.982 -1.975 5.488 0.03 -0.11 0.01 0.341
C -6.332 1.393 0.238 0.87 2.17 -0.74 0.541
O -7.003 2.407 0.078 0.17 -0.49 0.06 -0.678
N -6.693 0.427 1.094 -0.88 -1.35 1.19 -0.313
N -5.090 1.244 -0.343 -1.26 -0.76 0.34 -0.140
H -6.333 -0.507 1.147 0.40 0.17 -0.20 0.149
H -7.442 0.633 1.730 -0.15 0.09 -0.29 0.200
H -4.584 0.419 -0.073 0.77 0.36 -0.27 0.113
H -4.700 2.055 -0.782 0.19 -0.16 -0.09 0.159
C -5.251 -2.435 -1.686 -0.12 -0.20 -0.11 0.601
O -4.719 -2.017 -2.714 -0.40 -0.08 0.47 -0.585
N -4.539 -2.874 -0.605 1.15 0.45 0.23 -0.385
N -6.587 -2.612 -1.480 -0.20 0.16 -0.25 -0.373
H -4.901 -2.986 0.325 -0.56 -0.09 -0.18 0.272
H -3.602 -2.509 -0.577 0.47 -0.18 -0.23 0.189
H -7.301 -2.398 -2.152 0.24 0.17 -0.08 0.227
H -6.849 -2.799 -0.534 -0.48 -0.14 -0.01 0.152
C 2.881 -0.115 -0.782 2.50 1.81 -2.58 0.229
O 3.992 0.313 -1.151 -0.68 -1.11 0.68 -0.733
N 2.213 -1.121 -1.398 -1.23 0.19 1.71 -0.099
N 2.170 0.601 0.119 -0.15 -0.36 0.75 0.085
H 2.475 -1.621 -2.222 0.39 0.24 0.02 0.196
H 1.265 -1.081 -1.041 -0.03 -1.04 -0.91 0.078
H 2.655 1.395 0.496 -0.20 0.04 -0.03 0.204
H 1.172 0.532 0.138 -0.20 0.11 0.29 -0.154
C 1.277 -4.912 0.458 1.74 -0.41 -0.42 0.559
O 1.906 -5.923 0.779 -0.74 0.23 -0.53 -0.716
N 1.063 -4.565 -0.854 -0.05 -0.28 -1.57 -0.299
N 0.916 -4.005 1.367 -0.38 -0.13 0.12 -0.223
H 0.747 -3.702 -1.294 -0.09 -0.21 1.24 0.089
H 1.545 -5.135 -1.529 0.01 -0.31 0.31 0.225
H 1.030 -4.341 2.305 -0.36 0.32 0.03 0.246
H 0.374 -3.217 1.077 -0.32 0.43 0.53 0.150
```
Forces are in eV/Å.

Spin multiplicity = 1
Orbital gap = 7.4 eV

DFT (wB97M-V/def2-TZVPD) results for a molecular structure, C20H13HgN2O2S3.

Geometry as XYZ:
```
41
Properties=species:S:1:pos:R:3:forces:R:3:mulliken_charge:R:1
Hg 1.008 -1.483 0.879 0.04 -0.12 0.12 0.071
N -1.604 3.112 6.366 0.00 0.00 0.01 -0.572
C -1.196 2.447 5.519 0.01 -0.02 -0.05 0.075
C -0.687 1.617 4.461 -0.01 0.02 0.04 0.658
C 0.372 0.743 4.709 0.01 0.00 0.01 -0.654
C 0.852 -0.060 3.686 -0.05 -0.01 0.01 0.027
C 0.300 -0.014 2.403 -0.06 -0.04 0.00 -0.670
C -0.756 0.871 2.175 0.07 0.07 -0.02 0.051
C -1.251 1.680 3.187 -0.01 0.01 -0.01 -0.663
H 0.803 0.694 5.703 0.00 0.00 0.00 0.385
H 1.656 -0.755 3.900 0.00 -0.01 0.00 0.360
H -1.190 0.954 1.185 -0.01 -0.01 0.02 0.311
H -2.068 2.366 2.998 0.00 0.00 0.00 0.395
O 0.795 4.142 -5.694 -0.01 0.00 0.01 -0.670
S -0.116 3.088 -5.312 0.02 -0.01 -0.01 1.169
O -0.519 2.188 -6.368 0.00 0.01 0.00 -0.670
N 0.400 2.291 -4.004 -0.02 0.00 0.01 -0.574
C -0.394 2.456 -2.956 -0.04 0.06 0.05 0.210
S -0.192 1.813 -1.426 0.03 0.03 -0.13 -0.381
C -1.579 3.349 -3.253 0.00 -0.01 0.00 0.262
C -2.604 3.739 -2.406 0.00 0.00 0.00 -0.440
C -3.589 4.581 -2.904 0.00 0.00 0.00 -0.544
C -3.553 5.029 -4.225 0.00 0.00 0.01 -0.338
C -2.525 4.637 -5.073 0.01 -0.02 -0.01 -0.590
C -1.558 3.796 -4.557 -0.02 0.02 0.01 0.022
H -2.606 3.381 -1.385 0.00 0.00 0.00 0.460
H -4.400 4.897 -2.258 0.00 0.00 0.00 0.355
H -4.332 5.688 -4.589 0.00 0.00 0.00 0.347
H -2.480 4.975 -6.101 0.00 0.00 0.00 0.383
S 1.316 -3.630 2.681 0.01 0.00 -0.01 -0.529
C 2.123 -4.966 1.885 0.01 0.02 -0.03 0.166
C 1.410 -6.085 1.426 0.02 0.00 0.01 -0.423
C 2.047 -7.153 0.815 0.00 0.01 0.01 -0.339
C 3.426 -7.149 0.633 0.00 0.00 0.00 -0.430
C 4.150 -6.047 1.074 -0.01 0.00 0.00 -0.350
C 3.513 -4.979 1.687 -0.01 -0.01 -0.01 -0.455
H 0.335 -6.093 1.558 0.00 0.00 0.00 0.305
H 1.460 -7.998 0.471 0.00 0.00 0.00 0.303
H 3.923 -7.981 0.150 0.00 0.00 0.00 0.338
H 5.225 -6.016 0.935 0.00 0.00 0.00 0.309
H 4.085 -4.123 2.023 0.00 0.00 0.00 0.330
```
Forces are in eV/Å.

Total charge = -2
Spin multiplicity = 2
Relative energy (zero: lowest compared OMol25 entry of this formula, charge and spin) = 0.0 kJ/mol
Orbital gap (spin up / spin down) = 5.6 / 6.6 eV
Expectation value of S² = 0.758

For each record above, in turn, the calculated F_max values are 0.039; 0.022; 0.078; 0.003 hartree/bohr.
For each record above, in turn, the calculated electronic energy values are -264.4912; -269.2555; -2719.6809; -2377.9457 a.u..